[1]
Density functional theory data (ωB97M-V/def2-TZVPD) for a structure of composition C32H75ClI2N12O29Si2.

Element x y z (Å)
1 I -3.19 1.71 -1.29
2 I 1.55 2.18 0.19
3 Cl -0.89 -3.63 -1.97
4 Si -0.29 -1.69 -1.84
5 Si -0.84 -1.38 1.05
6 O 3.92 -2.20 2.41
7 O -5.39 -1.64 3.84
8 O 1.75 1.93 -7.62
9 O 11.07 1.16 2.09
10 O 11.80 1.95 3.96
11 O 7.64 5.82 -5.43
12 O -5.31 1.59 -4.60
13 O -3.46 0.87 -5.46
14 O 8.19 6.49 -7.41
15 O 4.64 3.61 -3.36
16 O -2.12 -6.56 -5.75
17 O -1.11 -2.29 8.39
18 O -10.30 0.10 -6.31
19 O 7.76 -1.50 3.65
20 O -3.55 5.11 5.18
21 O 3.76 5.36 -4.26
22 O -3.12 -2.28 2.01
23 O 0.76 -2.79 -4.73
24 O 0.14 -1.33 -0.32
25 O 8.35 -2.08 1.65
26 O -3.66 3.93 3.36
27 O 0.41 -3.82 8.52
28 O 2.42 -3.49 -2.58
29 O -0.05 0.44 5.26
30 O -1.57 0.68 6.77
31 O -8.41 -0.70 -5.65
32 O -1.08 -8.19 -4.79
33 O 0.48 2.32 -5.92
34 O -7.61 0.74 3.54
35 N 10.91 1.66 3.19
36 N -1.02 0.05 5.89
37 N -3.25 4.15 4.48
38 N 4.62 4.81 -3.60
39 N 1.56 2.29 -6.47
40 N -1.25 -7.01 -5.02
41 N 8.57 -1.91 2.84
42 N 7.83 5.64 -6.62
43 N 0.04 -2.66 8.52
44 N 1.17 -1.51 -2.81
45 N -4.63 0.73 -5.13
46 N -9.09 0.06 -6.32
47 C -5.25 -0.60 -5.39
48 C -1.37 0.91 -2.12
49 C -1.32 0.33 1.66
50 C 9.95 -2.21 3.32
51 C -2.30 3.14 5.00
52 C 0.97 -0.44 -5.04
53 C -9.17 2.34 2.68
54 C -7.09 -0.10 4.56
55 C -1.55 -1.30 5.56
56 C -1.57 -0.57 -2.59
57 C 0.95 -1.71 -4.24
58 C 2.27 -2.33 -2.29
59 C 0.15 2.43 1.76
60 C 2.75 2.73 -5.70
61 C 4.85 -1.54 1.57
62 C -6.79 -1.48 4.02
63 C -0.32 -6.04 -4.38
64 C 1.56 -2.74 2.07
65 C 0.12 -2.28 2.40
66 C 2.60 -1.69 2.47
67 C -4.43 -2.82 1.95
68 C -8.35 1.01 -7.20
69 C 5.74 5.63 -3.07
70 C 1.09 -1.61 8.69
71 C 9.50 1.92 3.60
72 C -0.95 1.81 -3.29
73 C 3.17 -1.59 -1.35
74 C -8.82 1.42 3.85
75 C -0.26 1.14 2.45
76 C -5.03 -2.92 3.34
77 C 7.60 4.25 -7.13
78 C -2.39 -2.42 0.77
79 H -1.63 0.95 0.80
80 H 4.20 -1.85 -1.58
81 H -7.17 -2.26 4.70
82 H 0.64 0.55 2.65
83 H 6.56 4.00 -6.92
84 H 2.48 -0.78 1.86
85 H -2.81 2.18 5.01
86 H 9.07 2.60 2.88
87 H -1.22 2.85 -3.06
88 H -4.32 -3.38 4.04
89 H -5.92 -3.57 3.29
90 H -2.39 -1.52 6.21
91 H 1.79 -1.73 7.87
92 H -7.71 1.61 -6.56
93 H -8.38 2.27 1.92
94 H 5.73 5.52 -1.99
95 H 3.00 -0.51 -1.37
96 H -1.49 -0.58 -3.68
97 H -7.79 -0.15 5.40
98 H -2.13 -3.48 0.63
99 H 2.95 -1.96 -0.34
100 H 0.69 -6.29 -4.70
101 H -0.74 -2.01 5.72
102 H -1.84 -1.29 4.51
103 H -3.03 -2.08 -0.06
104 H -7.76 0.41 -7.89
105 H -2.58 -0.93 -2.36
106 H 0.57 3.15 2.47
107 H 7.81 4.25 -8.19
108 H -9.25 3.38 3.01
109 H 2.38 -1.41 3.51
110 H 4.99 -2.11 0.63
111 H 5.59 6.65 -3.38
112 H 4.54 -0.51 1.34
113 H -6.14 0.34 4.92
114 H 0.60 -0.64 8.67
115 H 3.19 3.57 -6.23
116 H -0.46 -3.18 2.65
117 H -5.20 -0.77 -6.46
118 H -9.61 0.66 3.99
119 H 8.27 3.59 -6.58
120 H 9.52 2.35 4.60
121 H -9.08 1.61 -7.72
122 H 1.58 -1.80 9.64
123 H -1.46 3.13 4.32
124 H 8.98 0.97 3.59
125 H -0.59 0.99 -1.36
126 H 0.16 -1.64 3.30
127 H -10.14 2.07 2.23
128 H -1.48 1.56 -4.21
129 H 1.68 -3.06 1.03
130 H 1.78 -3.62 2.69
131 H 3.44 1.89 -5.67
132 H -0.59 -5.04 -4.68
133 H 2.44 3.02 -4.70
134 H -2.22 0.16 2.28
135 H 9.99 -2.01 4.38
136 H -0.72 2.91 1.29
137 H -0.41 -6.18 -3.30
138 H 10.63 -1.57 2.76
139 H 0.14 1.80 -3.41
140 H -4.40 -3.82 1.49
141 H 10.14 -3.26 3.11
142 H 0.00 -0.31 -5.53
143 H -2.00 3.44 6.00
144 H 1.77 -0.50 -5.79
145 H -7.30 -1.57 3.05
146 H 5.82 -1.51 2.07
147 H 6.66 5.22 -3.48
148 H -0.70 1.47 3.40
149 H -6.28 -0.57 -5.04
150 H 1.14 0.43 -4.40
151 H -4.67 -1.35 -4.85
152 H -5.08 -2.17 1.33
153 H -8.69 1.99 4.77

## Properties
E ... -5736.98056 Eh
HOMO-LUMO gap ... 8.878 eV
Highest occupied orbital energy ... -9.2 eV

[2]
Density functional theory data (ωB97M-V/def2-TZVPD) for a cluster of 9 separate species, C32H75ClN10O10 in total.

Element x y z (Å)
1 Cl 2.74 1.75 -1.17
2 O -1.43 1.60 0.27
3 O 0.39 -2.51 -5.08
4 O 4.44 -3.88 6.54
5 O -1.53 6.01 -2.17
6 O -10.43 -2.94 3.34
7 O -6.72 1.97 0.89
8 O 2.56 -1.46 2.83
9 O -1.22 0.54 -5.19
10 O 7.17 -0.64 -5.43
11 O 3.82 3.69 2.54
12 N -9.55 -4.99 3.57
13 N 0.79 0.91 -3.77
14 N -3.44 2.43 -0.23
15 N 7.61 -2.84 -5.60
16 N -3.55 6.84 -2.68
17 N -7.87 0.22 1.69
18 N 4.98 5.59 2.25
19 N 4.10 -5.98 5.82
20 N 4.09 -1.36 -3.83
21 N 1.77 -1.71 4.92
22 C 1.42 -1.31 6.26
23 C -2.11 2.58 0.01
24 C 1.58 0.31 -1.44
25 C -10.53 -3.89 5.54
26 C 3.45 -2.59 -4.48
27 C -0.24 -1.53 -4.14
28 C -10.18 -3.89 4.08
29 C -1.53 3.97 -0.06
30 C -8.07 -1.06 2.33
31 C 2.33 -3.29 -3.50
32 C -2.22 6.99 -2.44
33 C 0.31 0.91 -2.34
34 C 8.31 -4.02 -6.03
35 C 0.07 -0.03 -4.68
36 C 9.08 -1.23 -6.74
37 C 2.31 -0.95 3.92
38 C 1.11 -0.30 0.01
39 C -6.70 0.87 1.44
40 C -1.63 8.38 -2.50
41 C 3.17 5.04 0.68
42 C 4.47 -4.68 5.61
43 C 5.35 6.83 1.61
44 C -4.42 3.45 -0.56
45 C 4.00 4.71 1.88
46 C -4.52 7.86 -3.01
47 C 4.06 -7.06 4.86
48 C 0.91 -3.66 -4.28
49 C 2.59 0.50 4.21
50 C -9.16 -6.20 4.25
51 C 4.89 -4.28 4.22
52 C 7.89 -1.53 -5.88
53 C -5.42 0.21 1.86
54 H 0.15 2.04 -2.00
55 H -4.57 0.85 1.59
56 H 3.80 5.10 -0.21
57 H 3.83 -6.17 6.77
58 H -9.63 -3.98 6.14
59 H 2.20 -0.48 -2.08
60 H -3.76 1.47 -0.17
61 H -8.08 -6.31 4.15
62 H -1.41 -1.71 -4.25
63 H 1.13 -4.52 -5.06
64 H 5.77 -4.85 3.92
65 H 0.01 0.03 0.19
66 H -8.69 -0.91 3.21
67 H -0.56 8.33 -2.29
68 H -1.66 4.38 -1.06
69 H 4.73 -7.85 5.22
70 H 8.95 -1.69 -7.73
71 H -3.98 4.45 -0.61
72 H 2.43 4.25 0.52
73 H -3.86 5.88 -2.61
74 H -1.76 8.79 -3.51
75 H 5.15 -3.21 4.22
76 H 3.47 -0.52 -3.91
77 H -0.46 3.92 0.16
78 H -2.01 4.61 0.68
79 H 2.02 -2.60 -2.58
80 H 1.62 -2.68 4.65
81 H 3.31 0.59 5.02
82 H 1.83 0.90 -3.87
83 H -4.96 7.61 -3.97
84 H 5.24 7.63 2.35
85 H 0.05 -1.76 -3.03
86 H 7.62 -4.65 -6.60
87 H 3.02 -2.29 -5.53
88 H 0.75 -0.15 -5.66
89 H 9.18 -3.78 -6.66
90 H -4.08 8.86 -3.05
91 H -2.11 9.02 -1.76
92 H -11.22 -4.71 5.75
93 H -0.70 0.36 -2.14
94 H -11.03 -2.95 5.79
95 H -9.43 -6.18 5.31
96 H 6.40 6.76 1.31
97 H 1.83 0.18 0.83
98 H 1.25 -1.48 0.09
99 H -5.30 -0.75 1.34
100 H 0.13 -4.06 -3.50
101 H 3.02 0.97 3.32
102 H -8.69 0.73 1.38
103 H 9.99 -1.60 -6.27
104 H -9.66 -7.04 3.76
105 H -1.44 -0.09 -5.97
106 H 4.31 -3.37 -4.66
107 H -8.59 -1.71 1.62
108 H -5.30 7.84 -2.24
109 H -4.85 3.20 -1.53
110 H 2.63 5.98 0.83
111 H -9.34 -4.91 2.58
112 H -5.41 0.06 2.94
113 H 1.66 1.01 4.46
114 H -7.13 -1.53 2.62
115 H 5.50 5.30 3.07
116 H 9.18 -0.15 -6.88
117 H 3.04 -7.44 4.83
118 H 8.64 -4.56 -5.14
119 H 4.38 -6.75 3.87
120 H 6.79 -2.95 -5.02
121 H 1.99 -1.93 6.96
122 H 4.99 -1.18 -4.32
123 H 4.73 7.05 0.74
124 H 1.63 -0.26 6.45
125 H 4.07 -4.43 3.52
126 H 0.35 -1.50 6.40
127 H 2.80 -4.30 -3.11
128 H -5.20 3.43 0.20

## Properties
E ... -3024.36586 Eh
Relative energy (zero: lowest compared OMol25 entry of this formula, charge and spin) ... 339.44 kJ/mol
SMILES ... C[C@H](Cl)CN[C@H](O)COCCCN.CNC(C)=O.CNC(C)=O.CNC(C)=O.CNC(C)=O.CNC(C)=O.CNC(C)=O.CNC(C)=O.CNC(C)=O
HOMO-LUMO gap ... 8.633 eV
Highest occupied orbital energy ... -8.1 eV

[3]
Density functional theory data (ωB97M-V/def2-TZVPD) for a structure of composition C32H76F6O12Zn2.

Element x y z (Å)
1 Zn -27.68 -16.64 -19.88
2 Zn -30.62 -18.83 -25.48
3 F -26.39 -18.20 -27.56
4 F -28.36 -26.84 -24.61
5 F -25.50 -16.29 -28.12
6 F -29.85 -25.67 -23.63
7 F -29.95 -26.08 -25.81
8 F -24.97 -17.12 -26.29
9 O -27.91 -16.65 -25.39
10 O -30.49 -20.45 -19.13
11 O -23.75 -19.45 -36.95
12 O -28.83 -23.20 -24.91
13 O -26.82 -8.38 -28.85
14 O -31.17 -13.98 -19.64
15 O -28.33 -16.22 -27.51
16 O -28.18 -15.29 -38.27
17 O -27.89 -24.51 -26.50
18 O -30.93 -6.07 -30.39
19 O -24.11 -19.92 -19.84
20 O -31.06 -21.16 -29.35
21 C -31.15 -21.42 -31.76
22 C -29.62 -15.46 -29.36
23 C -31.39 -6.42 -32.67
24 C -21.92 -20.29 -20.57
25 C -31.90 -11.94 -18.61
26 C -31.30 -21.06 -18.08
27 C -25.97 -16.98 -27.11
28 C -30.04 -16.70 -38.00
29 C -31.38 -12.00 -21.11
30 C -29.11 -25.77 -24.79
31 C -26.41 -25.03 -28.30
32 C -30.40 -22.17 -17.45
33 C -27.46 -8.91 -26.66
34 C -31.94 -6.48 -31.27
35 C -29.22 -15.55 -37.39
36 C -28.22 -24.51 -25.12
37 C -23.36 -20.83 -20.61
38 C -29.94 -14.21 -37.19
39 C -31.94 -21.52 -30.36
40 C -23.94 -19.48 -34.59
41 C -31.92 -12.78 -19.91
42 C -23.00 -19.72 -35.79
43 C -26.28 -8.43 -27.52
44 C -23.50 -22.15 -19.94
45 C -28.15 -15.64 -28.79
46 C -32.33 -7.90 -30.86
47 C -32.63 -21.60 -18.64
48 C -25.85 -7.01 -27.13
49 C -22.30 -21.10 -35.99
50 C -27.24 -16.20 -26.58
51 C -32.53 -22.90 -30.12
52 C -26.59 -24.98 -26.80
53 H -24.17 -18.42 -34.61
54 H -23.50 -19.78 -33.64
55 H -31.17 -12.70 -21.92
56 H -26.57 -6.20 -27.21
57 H -23.22 -19.37 -37.74
58 H -31.43 -8.52 -30.73
59 H -31.62 -20.38 -17.30
60 H -21.80 -19.26 -20.90
61 H -32.82 -8.37 -31.72
62 H -27.96 -9.81 -27.02
63 H -27.61 -14.70 -28.78
64 H -33.13 -22.83 -29.21
65 H -30.48 -11.42 -20.90
66 H -21.21 -20.93 -21.10
67 H -29.39 -17.44 -38.47
68 H -30.50 -20.55 -31.87
69 H -30.55 -22.32 -31.86
70 H -30.85 -14.33 -36.59
71 H -32.15 -6.67 -33.40
72 H -30.29 -13.79 -38.13
73 H -32.52 -22.25 -19.50
74 H -25.82 -24.32 -26.41
75 H -21.73 -21.19 -36.92
76 H -30.21 -6.70 -30.44
77 H -23.59 -19.94 -19.03
78 H -21.51 -21.30 -35.27
79 H -30.83 -16.26 -38.59
80 H -27.34 -24.49 -24.49
81 H -21.55 -20.25 -19.55
82 H -30.12 -16.42 -29.29
83 H -30.14 -23.00 -18.10
84 H -30.39 -21.09 -19.83
85 H -26.29 -25.97 -26.45
86 H -24.86 -20.02 -34.82
87 H -25.01 -6.61 -27.69
88 H -26.10 -8.47 -29.48
89 H -33.12 -22.19 -17.86
90 H -29.57 -15.15 -30.40
91 H -30.85 -22.59 -16.55
92 H -32.96 -13.06 -20.10
93 H -25.38 -25.27 -28.56
94 H -27.57 -16.01 -38.16
95 H -28.17 -8.09 -26.54
96 H -33.11 -23.28 -30.96
97 H -22.95 -22.94 -20.45
98 H -25.47 -9.16 -27.52
99 H -22.19 -18.98 -35.79
100 H -32.41 -10.98 -18.68
101 H -31.64 -23.50 -29.96
102 H -26.65 -24.05 -28.73
103 H -32.81 -20.87 -30.50
104 H -30.48 -17.26 -37.16
105 H -32.97 -8.08 -30.00
106 H -30.62 -7.16 -32.86
107 H -32.76 -5.75 -31.30
108 H -30.97 -5.44 -32.91
109 H -23.04 -21.88 -36.14
110 H -31.80 -14.46 -19.08
111 H -24.54 -22.48 -19.94
112 H -33.22 -20.71 -18.89
113 H -27.58 -16.31 -29.44
114 H -31.88 -21.50 -32.56
115 H -30.12 -14.63 -28.84
116 H -25.56 -7.06 -26.09
117 H -30.68 -22.02 -29.13
118 H -29.46 -21.72 -17.12
119 H -29.32 -13.50 -36.65
120 H -23.73 -20.88 -21.64
121 H -32.16 -11.33 -21.48
122 H -32.42 -12.41 -17.77
123 H -26.95 -15.15 -26.50
124 H -28.82 -15.85 -36.42
125 H -27.18 -25.60 -28.80
126 H -26.95 -9.17 -25.74
127 H -23.03 -22.19 -18.96
128 H -30.88 -11.69 -18.34

## Properties
E ... -6324.33797 Eh
HOMO-LUMO gap ... 0.834 eV
Net charge ... +2
Highest occupied orbital energy ... -12.3 eV